Record 1
Molecular formula: C37H35As2HfN2O3
Method: DFT, wB97M-V/def2-TZVPD

Geometry as XYZ:
```
80
Properties=species:S:1:pos:R:3:mulliken_charge:R:1
Hf -0.631 0.014 -0.825 0.327
C 1.211 -1.211 1.932 -0.869
C 2.224 -0.593 0.966 -0.956
As 1.844 -0.845 -0.996 1.516
C 1.960 -2.811 -1.086 0.758
C 3.087 -3.431 -1.625 -0.441
C 3.191 -4.812 -1.622 -0.773
C 2.172 -5.583 -1.086 -0.568
C 1.026 -4.975 -0.592 -0.902
C 0.911 -3.595 -0.603 -0.112
C 3.593 -0.269 -1.734 0.550
C 4.756 -0.597 -1.032 -0.354
C 5.980 -0.127 -1.473 -0.841
C 6.055 0.661 -2.612 -0.577
C 4.911 0.930 -3.346 -0.790
C 3.679 0.461 -2.916 -0.582
As -0.744 -0.791 1.653 1.152
C -1.375 -1.642 3.350 0.610
C -2.381 -2.605 3.375 -0.490
C -2.748 -3.174 4.587 -0.754
C -2.121 -2.787 5.760 -0.533
C -1.126 -1.819 5.734 -0.900
C -0.753 -1.241 4.535 -0.237
C -0.781 1.116 2.128 1.093
C -1.558 1.606 3.176 -0.976
C -1.564 2.961 3.473 -0.898
C -0.791 3.833 2.722 -0.828
C -0.022 3.361 1.667 -1.151
C -0.032 2.010 1.357 0.802
H 1.492 -0.930 2.958 0.583
H 1.283 -2.310 1.894 0.507
H 3.199 -1.050 1.179 0.664
H 2.354 0.485 1.145 0.349
H 3.882 -2.829 -2.054 0.405
H 4.069 -5.280 -2.041 0.453
H 2.265 -6.658 -1.064 0.431
H 0.223 -5.581 -0.201 0.456
H -0.014 -3.123 -0.236 0.167
H 4.720 -1.241 -0.158 0.356
H 6.874 -0.376 -0.921 0.434
H 7.007 1.057 -2.929 0.443
H 4.975 1.512 -4.253 0.437
H 2.787 0.678 -3.494 0.427
H -2.875 -2.912 2.457 0.327
H -3.520 -3.926 4.610 0.440
H -2.407 -3.237 6.697 0.439
H -0.635 -1.515 6.646 0.434
H 0.004 -0.462 4.522 0.339
H -2.145 0.917 3.777 0.549
H -2.153 3.329 4.301 0.481
H -0.775 4.884 2.959 0.485
H 0.594 4.050 1.112 0.663
H 0.607 1.637 0.535 -0.012
C -4.451 -0.888 -1.009 -0.742
N -4.105 -1.316 -2.352 0.161
C -5.160 -1.574 -3.318 -0.851
C -2.857 -1.460 -2.687 -0.154
O -1.873 -1.252 -1.898 -0.847
H -5.530 -0.831 -0.903 0.380
H -4.036 0.103 -0.800 0.218
H -4.065 -1.602 -0.273 0.312
H -6.136 -1.455 -2.855 0.311
H -5.092 -2.589 -3.710 0.361
H -5.096 -0.876 -4.155 0.375
H -2.655 -1.808 -3.705 0.551
O 1.747 2.202 -1.760 -0.439
C 0.627 2.599 -1.987 0.203
N -0.421 1.665 -1.991 -0.182
C -1.457 2.274 -1.377 0.718
O -2.188 1.505 -0.682 -0.674
C -1.320 3.718 -1.469 0.378
C -2.153 4.782 -1.177 -0.383
C -1.668 6.062 -1.445 -0.719
C -0.391 6.266 -1.951 -0.515
C 0.488 5.200 -2.163 -0.567
C 0.004 3.933 -1.934 0.465
H -3.135 4.625 -0.766 0.577
H -2.297 6.917 -1.254 0.483
H -0.063 7.267 -2.186 0.476
H 1.502 5.365 -2.498 0.570
```

Summary:
HOMO energy = -16.17 eV
energy above the lowest of the compared OMol25 structures with the same formula, charge and spin = 0.0 kcal per mole
total charge = +3
electronic energy = -6284.8354 Ha
frontier orbital gap = 6.240 eV

=====

Record 2
Molecular formula: C3H6N2O
Method: DFT, wB97M-V/def2-TZVPD

Geometry as XYZ:
```
12
Properties=species:S:1:pos:R:3:nbo_charge:R:1
N -1.555 0.241 1.251 -0.829
C -0.913 0.413 0.053 0.768
O -1.473 0.560 -1.014 -0.631
N 0.479 0.346 0.221 -0.482
C 1.347 0.240 -0.917 -0.252
C 1.044 -1.051 -0.281 -0.321
H -1.050 0.371 2.115 0.401
H -2.546 0.424 1.256 0.401
H 0.823 0.438 -1.848 0.234
H 2.323 0.698 -0.809 0.208
H 0.326 -1.670 -0.829 0.216
H 1.194 -1.011 0.801 0.287
```

Summary:
HOMO energy = -9.60 eV
energy above the lowest of the compared OMol25 structures with the same formula, charge and spin = 63.1 kcal per mole
total charge = 0
electronic energy = -302.5925 Ha
frontier orbital gap = 10.653 eV
structure (SMILES) = NC(=O)N1CC1

=====

Record 3
Molecular formula: C3HN3O2
Method: DFT, wB97M-V/def2-TZVPD

Geometry as XYZ:
```
9
Properties=species:S:1:pos:R:3:nbo_charge:R:1
C -0.720 0.152 1.454 0.853
C 0.422 -0.138 -0.581 0.202
C 0.960 -0.265 -1.893 0.225
H -1.761 0.571 -0.422 0.462
N -0.853 0.111 0.044 -0.644
N 1.294 -0.199 0.388 -0.037
N 1.397 -0.426 -2.977 -0.213
O -1.458 0.289 2.374 -0.532
O 0.719 -0.096 1.613 -0.316
```

Summary:
HOMO energy = -10.57 eV
energy above the lowest of the compared OMol25 structures with the same formula, charge and spin = 33.6 kcal per mole
total charge = 0
electronic energy = -429.5989 Ha
frontier orbital gap = 10.210 eV
structure (SMILES) = N#Cc1noc(=O)[nH]1

=====

Record 4
Molecular formula: C2H3ClN2O
Method: DFT, wB97M-V/def2-TZVPD

Geometry as XYZ:
```
9
Properties=species:S:1:pos:R:3:nbo_charge:R:1
C 1.850 -0.197 -0.088 0.160
C 0.758 1.578 -0.017 0.716
N 1.040 -1.069 0.075 -0.730
N -0.506 1.139 -0.052 -0.865
O 1.378 2.596 0.088 -0.558
Cl 3.537 -0.076 -0.052 0.029
H 1.095 -2.122 -0.076 0.382
H -0.698 0.058 -0.072 0.452
H -1.340 1.721 0.106 0.413
```

Summary:
HOMO energy = -8.46 eV
energy above the lowest of the compared OMol25 structures with the same formula, charge and spin = 42.1 kcal per mole
total charge = 0
electronic energy = -722.8866 Ha
frontier orbital gap = 9.371 eV

=====

Record 5
Molecular formula: C2HF3NP
Method: DFT, wB97M-V/def2-TZVPD

Geometry as XYZ:
```
8
Properties=species:S:1:pos:R:3:nbo_charge:R:1
C 1.266 0.464 0.909 0.166
C 0.249 0.442 -0.178 0.384
N 2.063 0.233 1.679 -0.232
F -0.154 1.670 -0.645 -0.320
F 0.814 -0.176 -1.242 -0.309
F -1.942 -0.464 -1.193 -0.563
P -1.428 -0.453 0.366 0.954
H -0.866 -1.715 0.305 -0.080
```

Summary:
HOMO energy = -11.13 eV
energy above the lowest of the compared OMol25 structures with the same formula, charge and spin = 0.0 kcal per mole
total charge = 0
electronic energy = -772.4917 Ha
frontier orbital gap = 11.023 eV
structure (SMILES) = N#CC(F)(F)PF

=====

Record 6
Molecular formula: C4H10N2O2
Method: DFT, wB97M-V/def2-TZVPD

Geometry as XYZ:
```
18
Properties=species:S:1:pos:R:3:nbo_charge:R:1
H 0.140 -0.708 1.800 0.482
O -0.056 -1.418 2.529 -1.035
N 0.364 -0.026 0.500 -0.497
H 0.340 -1.027 3.317 0.460
C -0.314 1.109 0.129 -0.083
C 1.197 -0.298 -0.469 0.198
C 0.148 1.565 -1.071 0.100
N 1.058 0.608 -1.463 -0.502
H 1.526 0.595 -2.351 0.420
H 2.072 -0.930 -0.414 0.212
H -1.101 1.466 0.754 0.218
C -0.378 2.594 -1.996 -0.656
H -1.443 2.773 -1.907 0.238
H 0.061 3.586 -1.893 0.229
H -0.361 2.289 -3.042 0.225
O -1.532 -3.127 1.031 -0.964
H -0.999 -2.918 1.816 0.499
H -1.679 -2.237 0.698 0.456
```

Summary:
HOMO energy = -9.38 eV
energy above the lowest of the compared OMol25 structures with the same formula, charge and spin = 35.9 kcal per mole
total charge = 0
electronic energy = -418.4038 Ha
frontier orbital gap = 9.893 eV
structure (SMILES) = Cc1cnc[nH]1.O.O

=====

Record 7
Molecular formula: C23H33BF4N3O3W
Method: DFT, wB97M-V/def2-TZVPD

Geometry as XYZ:
```
68
Properties=species:S:1:pos:R:3:lowdin_spin:R:1
W 0.028 -0.093 -0.404 1.587
C 5.381 -0.022 -0.476 0.001
C 4.166 0.703 -1.070 0.002
C 3.581 1.737 -0.132 -0.001
C 4.198 2.980 -0.015 0.000
C 3.700 3.945 0.842 0.000
C 2.562 3.687 1.593 0.000
C 1.910 2.465 1.507 0.001
C 0.653 2.230 2.314 0.011
C 0.844 1.324 3.536 0.001
C 2.448 1.503 0.648 0.002
N 1.792 0.209 0.535 -0.008
C 2.391 -0.829 1.081 0.050
C 1.875 -2.073 0.748 0.013
C 2.152 -3.399 1.094 0.066
C 1.299 -4.176 0.321 0.017
C 0.526 -3.298 -0.448 0.075
N 0.862 -2.027 -0.197 0.020
H 5.774 -0.758 -1.179 0.000
H 5.128 -0.544 0.450 0.000
H 6.177 0.688 -0.246 0.000
H 3.410 -0.021 -1.359 0.002
H 4.476 1.209 -1.985 0.000
H 5.080 3.187 -0.612 0.000
H 4.191 4.909 0.918 0.000
H 2.165 4.451 2.253 0.000
H -0.133 1.828 1.677 0.007
H 0.287 3.200 2.650 0.001
H 0.997 0.281 3.255 0.001
H -0.038 1.363 4.177 0.000
H 1.704 1.648 4.125 0.000
H 3.263 -0.675 1.706 0.000
H 2.895 -3.727 1.808 0.003
H 1.239 -5.254 0.302 0.000
H -0.220 -3.537 -1.190 0.004
F -2.122 1.253 0.188 0.040
B -2.940 1.376 -1.022 0.005
F -3.090 2.691 -1.368 0.001
F -4.161 0.708 -0.765 0.001
F -2.221 0.640 -2.014 0.005
O -1.141 -0.962 1.260 0.025
C -1.985 -1.369 0.437 0.017
O -1.654 -1.497 -0.782 0.025
C -3.418 -1.630 0.823 0.002
N -4.207 -1.763 -0.462 0.000
C -4.604 -3.218 -0.621 0.000
C -3.704 -3.960 0.363 0.000
C -3.606 -2.973 1.532 0.001
H -3.762 -0.761 1.374 0.000
H -3.576 -1.470 -1.211 0.000
H -4.987 -1.111 -0.477 0.000
H -4.481 -3.508 -1.659 0.000
H -5.651 -3.310 -0.346 0.000
H -2.720 -4.134 -0.075 0.000
H -4.125 -4.922 0.646 0.000
H -2.793 -3.173 2.226 0.000
H -4.542 -2.958 2.092 0.000
C 1.431 2.357 -3.196 0.002
C 0.303 2.566 -2.209 0.008
C 0.455 3.803 -1.357 -0.001
O 0.207 1.418 -1.317 0.011
H 1.363 3.111 -3.980 0.000
H 1.367 1.372 -3.659 0.001
H 2.397 2.457 -2.698 0.000
H -0.652 2.586 -2.719 -0.001
H 1.330 3.716 -0.708 0.000
H -0.435 3.971 -0.749 0.000
H 0.595 4.662 -2.016 0.000
```

Summary:
HOMO energy (spin up / spin down) = -10.74 / -11.40 eV
energy above the lowest of the compared OMol25 structures with the same formula, charge and spin = 3.1 kcal per mole
total charge = +1
<S²> = 2.0292
electronic energy = -1777.7004 Ha
frontier orbital gap (spin up / spin down) = 7.514 / 7.584 eV
2S+1 = 3